#one
Computed, not measured: a molecular structure, C7H15NO2, with wB97M-V/def2-TZVPD.

XYZ file:
```
25
Properties=species:S:1:pos:R:3
C -2.81476 1.57350 -0.34114
N -2.80775 0.12931 -0.47512
C -1.85001 -0.48231 -1.37891
C -1.72230 -0.64917 0.09571
C -0.56032 -0.02560 0.84454
C 0.58931 -1.00650 0.91429
C 1.94708 -0.63292 0.87178
C 2.48173 0.77064 0.77665
O 3.59008 0.83798 -0.10071
H -1.83426 2.04825 -0.52234
H -3.52783 1.99276 -1.06426
H -3.14928 1.84652 0.66952
H -2.21760 -1.29647 -2.00826
H -1.12284 0.18035 -1.86213
H -2.05307 -1.60106 0.52585
H -0.25008 0.90218 0.34980
H -0.88557 0.23261 1.86527
H 0.38354 -1.86903 1.56039
H 0.88483 -1.37736 -0.74595
H 2.66802 -1.35790 1.26847
H 1.70366 1.47463 0.43846
H 2.82543 1.09694 1.76882
H 3.34772 0.37012 -0.91407
O 1.98855 -1.14121 -1.24976
H 2.38573 -2.01626 -1.28691
```

LUMO energy   0.68 eV
Frontier orbital gap   9.312 eV
Charge   0
HOMO   -8.64 eV


#two
Computed, not measured: 2 unconnected molecules or ions with the total composition C7H15NO2, with wB97M-V/def2-TZVPD.

XYZ file:
```
25
Properties=species:S:1:pos:R:3
C 1.68358 0.07570 -0.18169
C 1.88960 -1.27786 0.49786
C 2.51088 1.19272 0.44587
O 1.84496 0.01633 -1.54337
H 0.85741 0.00608 -1.97391
H 0.55073 0.35586 -0.01921
H 2.33293 1.25996 1.51646
H 2.91637 -1.60372 0.33802
H 1.70042 -1.21251 1.56774
H 1.22076 -2.01681 0.05839
H 2.27876 2.14665 -0.02505
H 3.56822 0.98285 0.28567
C -2.33688 -0.12867 1.24333
C -1.12381 0.51512 -0.93558
C -1.81242 -0.52503 -0.10517
N -1.48192 1.81470 -0.69093
C -1.86119 -1.76921 -0.56688
O -0.63988 0.22720 -2.05613
H -1.85686 2.10256 0.19577
H -1.09747 2.51182 -1.30706
H -2.64823 -1.00933 1.79959
H -1.57297 0.38735 1.82721
H -3.19842 0.53542 1.14829
H -2.24284 -2.58340 0.02940
H -1.48172 -2.00379 -1.54862
```

SMILES string   C=C(C)C(N)=O.CC(C)O
LUMO energy   0.31 eV
Frontier orbital gap   9.587 eV
Charge   0
HOMO   -9.28 eV


#three
Computed, not measured: a single C7H15NO2 molecule, with wB97M-V/def2-TZVPD.

XYZ file:
```
25
Properties=species:S:1:pos:R:3
C -1.16600 -0.51065 -0.38771
C -0.81694 -0.69956 1.24780
C 2.27757 0.81230 -0.51995
C -1.54436 -1.85528 -0.98850
C -2.28586 0.50847 -0.52369
C 2.94023 0.84085 0.85855
N 0.05392 -0.04209 -1.00304
C 0.77478 0.94007 -0.33343
O -0.98167 0.41742 2.06454
O 0.27459 1.94391 0.15060
H -0.59059 1.18988 1.61669
H 0.59903 -0.76373 -1.44751
H -1.58929 -1.40905 1.56612
H 0.14447 -1.21414 1.40526
H 2.56116 -0.08557 -1.06597
H 2.61120 1.67754 -1.09783
H -3.16497 0.15235 -0.00863
H -1.63193 -1.76864 -2.06839
H -0.78924 -2.60395 -0.76480
H -2.50249 -2.18953 -0.59863
H -1.99045 1.46853 -0.11244
H -2.51254 0.64728 -1.58182
H 2.65389 1.74040 1.39335
H 4.02009 0.83587 0.75546
H 2.65543 -0.03267 1.44401
```

SMILES string   CCC(=O)NC(C)(C)CO
LUMO energy   0.73 eV
Frontier orbital gap   10.016 eV
Charge   0
HOMO   -9.29 eV


#four
Computed, not measured: 2 unconnected molecules or ions with the total composition C7H15NO2, with wB97M-V/def2-TZVPD.

XYZ file:
```
25
Properties=species:S:1:pos:R:3
C -1.09394 0.54178 -0.39216
C -0.12873 0.82397 1.97925
C -0.21012 1.69419 -0.85772
C -2.54680 1.00033 -0.21213
C -0.65478 -0.09511 0.91184
O -0.75116 -1.28866 1.09490
H -1.08154 -0.24124 -1.15651
H -0.08538 0.30515 2.93156
H 0.87347 1.13847 1.70449
H -0.74850 1.70759 2.06761
H -3.17501 0.17331 0.11786
H -0.60580 2.08940 -1.79156
H 0.80099 1.34444 -1.04949
H -0.18595 2.50296 -0.13054
H -2.61181 1.80040 0.52399
H -2.93504 1.37293 -1.15852
C 2.43072 -1.12561 0.10437
C 1.56725 -1.45837 -1.09359
N 0.80786 -2.56718 -0.93591
O 1.58689 -0.82671 -2.12967
H 0.60141 -2.91796 -0.01690
H 0.15700 -2.79765 -1.66737
H 3.27237 -1.82262 0.11797
H 1.88553 -1.24087 1.02600
H 2.83104 -0.11292 0.01223
```

SMILES string   CC(=O)C(C)C.CC(N)=O
LUMO energy   0.87 eV
Frontier orbital gap   10.476 eV
Charge   0
HOMO   -9.61 eV


Which is less stable than every other structure shown? #one is.